Here is a cluster of 2 separate species, C5H6O2 in total at a distorted geometry from the OMol25 dataset. Energies are from the ωB97M-V functional and the def2-TZVPD basis.

Values from the calculation:
Kohn-Sham gap in eV: 9.5
Charge: 0
LUMO in eV: 0.880
Largest force on an atom in eV Å⁻¹: 1.39
Relative energy (zero: lowest compared OMol25 entry of this formula, charge and spin) in kJ/mol: 214.7
HOMO in eV: -8.625
Electronic energy in eV: -9374.87066

```
13
Properties=species:S:1:pos:R:3:lowdin_charge:R:1
O 1.852 0.946 -0.913 -0.017
O -1.267 3.215 0.769 0.070
C 0.212 -0.688 -0.304 -0.253
C -0.243 2.770 0.572 0.061
C -0.733 -1.765 -0.006 -0.106
C 1.191 -0.233 -1.065 -0.159
C -0.653 -0.516 0.873 -0.125
H 1.570 -0.788 -1.919 0.122
H -0.217 -0.619 1.867 0.103
H -0.354 -2.699 0.407 0.100
H -1.616 -1.880 -0.633 0.100
H -1.488 0.183 0.825 0.084
H 1.430 1.442 -0.195 0.019
```


Here is a structure of composition C15H28N2O7P3S2Zr from the OMol25 dataset. Energies are from the ωB97M-V functional and the def2-TZVPD basis.

Values from the calculation:
Kohn-Sham gap in eV: 7.2
Charge: +1
LUMO in eV: -4.276
Largest force on an atom in eV Å⁻¹: 0.53
Relative energy (zero: lowest compared OMol25 entry of this formula, charge and spin) in kJ/mol: 10.2
HOMO in eV: -11.441
Electronic energy in eV: -84142.52426

```
58
Properties=species:S:1:pos:R:3:lowdin_charge:R:1
Zr 0.967 0.222 1.357 1.235
S 0.539 -1.556 2.969 0.636
S 2.940 -1.188 0.689 0.623
P 2.062 3.265 1.812 0.381
P -0.823 2.889 1.859 0.499
P -0.601 -0.872 -0.693 1.012
O 2.206 1.751 2.020 -0.437
O 0.624 2.126 -0.143 -0.186
O -2.207 3.173 1.183 -0.045
O 1.827 4.127 2.991 -0.233
O -0.682 1.402 2.082 -0.396
O -0.729 3.819 3.083 -0.068
O 3.226 3.732 0.856 -0.066
N 2.348 -4.022 4.997 0.205
N 5.281 -3.538 2.261 0.206
C -0.466 -1.207 -3.541 -0.094
C -3.141 0.002 -1.758 -0.090
C 0.358 4.585 -0.056 -0.032
C 3.059 -2.233 2.090 -0.692
C -2.238 -0.026 -0.526 -0.541
C 0.558 3.303 0.723 -0.534
C 1.579 -0.342 -2.378 -0.133
C 2.085 -2.397 3.010 -0.680
C -0.864 -2.695 -0.533 -0.523
C 2.250 -3.302 4.108 -0.261
C 0.434 -3.477 -0.755 -0.101
C -2.001 -3.289 -1.368 -0.087
C 0.049 -0.387 -2.357 -0.528
C 4.286 -2.969 2.198 -0.256
C -2.974 -0.555 0.709 -0.103
H 0.237 4.046 3.314 0.077
H -3.806 0.107 0.952 0.092
H -0.550 4.539 -0.656 0.096
H -2.678 3.963 1.482 0.126
H -1.802 -3.225 -2.436 0.069
H -3.386 -1.548 0.531 0.077
H 1.253 -3.108 -0.142 0.021
H 0.286 5.429 0.632 0.109
H -3.456 -0.993 -2.069 0.070
H 2.013 -1.331 -2.224 0.069
H -4.042 0.570 -1.520 0.091
H -1.550 -1.272 -3.570 0.062
H -2.964 -2.825 -1.165 0.056
H -1.131 -2.788 0.525 0.089
H 1.218 2.311 -0.887 0.125
H -1.945 1.010 -0.322 0.068
H -0.060 -2.218 -3.523 0.076
H -2.333 -0.612 1.591 0.054
H -0.328 0.639 -2.460 0.101
H 3.807 4.421 1.203 0.118
H 0.264 -4.523 -0.498 0.094
H 2.000 0.310 -1.604 0.026
H -2.091 -4.347 -1.116 0.094
H 1.927 0.030 -3.342 0.093
H 0.745 -3.446 -1.800 0.075
H -0.133 -0.740 -4.470 0.092
H -2.663 0.491 -2.606 0.072
H 1.214 4.767 -0.708 0.097
```


Here is a structure of composition C25H20MoN7OS at a distorted geometry from the OMol25 dataset. Energies are from the ωB97M-V functional and the def2-TZVPD basis.

Values from the calculation:
Kohn-Sham gap (spin up / spin down) in eV: 4.8 / 4.8
Charge: +3
LUMO (spin up / spin down) in eV: -12.082 / -12.081
Largest force on an atom in eV Å⁻¹: 3.72
Relative energy (zero: lowest compared OMol25 entry of this formula, charge and spin) in kJ/mol: 30.9
HOMO (spin up / spin down) in eV: -16.904 / -16.904
Electronic energy in eV: -51391.29264

```
55
Properties=species:S:1:pos:R:3:lowdin_charge:R:1
Mo -0.212 0.151 0.262 1.669
S 0.750 2.044 1.214 0.766
O -0.858 -0.867 -1.018 -0.241
N 0.826 2.594 -1.400 0.010
N -0.974 -0.394 2.193 -0.060
N -2.098 0.041 2.596 0.177
N 1.105 -1.003 1.101 -0.124
N 1.723 4.204 -0.022 0.155
N -2.151 0.950 0.479 -0.050
N 0.235 1.409 -1.545 -0.130
C 0.985 -1.608 2.306 -0.192
C -1.732 -1.435 -4.985 -0.006
C -1.197 -1.083 -2.272 -0.279
C 4.547 0.198 0.568 -0.005
C 1.881 -2.454 2.964 0.038
C 4.637 0.104 -0.820 0.002
C -1.985 -2.152 -2.690 0.044
C 2.310 -0.694 0.475 -0.330
C 2.424 -0.849 -0.922 -0.019
C -4.015 2.288 -0.202 0.032
C -2.819 1.641 -0.458 -0.058
C -0.632 -1.849 4.163 0.050
C -0.034 1.054 -2.779 -0.005
C 3.382 -0.162 1.215 -0.017
C 1.126 3.057 -0.248 -0.709
C 1.523 -2.957 4.203 0.026
C -4.565 2.242 1.082 0.041
C -0.267 -1.285 2.927 -0.178
C -0.716 -0.118 -3.213 -0.137
C -2.723 0.847 1.716 -0.290
C -3.913 1.506 2.052 0.083
C -0.980 -0.347 -4.577 0.029
C -2.254 -2.319 -4.044 0.008
C 3.584 -0.422 -1.556 -0.025
C 0.275 -2.671 4.790 0.002
H -1.934 -1.593 -6.035 0.134
H 3.295 -0.067 2.290 0.131
H 0.248 1.767 -3.556 0.163
H 1.993 4.820 -0.779 0.150
H -4.284 1.417 3.061 0.145
H 1.933 4.494 0.922 0.121
H -4.516 2.814 -1.001 0.139
H -5.491 2.752 1.312 0.146
H 2.214 -3.600 4.731 0.139
H -1.601 -1.621 4.585 0.132
H 3.692 -0.545 -2.623 0.128
H 5.394 0.542 1.144 0.134
H -2.384 1.660 -1.452 0.121
H 1.679 -1.429 -1.470 0.123
H -0.584 0.349 -5.301 0.136
H 2.823 -2.715 2.505 0.137
H 5.548 0.395 -1.319 0.133
H 0.036 -3.108 5.749 0.136
H -2.867 -3.151 -4.360 0.137
H -2.381 -2.844 -1.957 0.137
```


Here is a structure of composition C9H16ClN4 at a distorted geometry from the OMol25 dataset. Energies are from the ωB97M-V functional and the def2-TZVPD basis.

Values from the calculation:
Kohn-Sham gap (spin up / spin down) in eV: 6.7 / 6.7
Charge: +1
LUMO (spin up / spin down) in eV: -3.819 / -3.854
Largest force on an atom in eV Å⁻¹: 3.36
Relative energy (zero: lowest compared OMol25 entry of this formula, charge and spin) in kJ/mol: 0.0
HOMO (spin up / spin down) in eV: -10.534 / -10.520
Electronic energy in eV: -28065.82329

```
30
Properties=species:S:1:pos:R:3:lowdin_charge:R:1
Cl -4.994 1.102 0.485 0.635
N 0.171 0.929 1.670 0.129
N 2.143 -0.414 1.681 0.070
N -0.780 1.893 -1.517 0.084
N 1.646 -1.447 -0.561 0.042
C -3.804 -1.060 -0.747 -0.091
C 0.353 1.242 -1.564 -0.017
C -1.327 -0.537 0.337 -0.224
C 1.189 -1.101 0.785 -0.427
C -1.604 -1.690 -0.410 -0.041
C -2.360 0.400 0.532 -0.129
C -3.581 0.071 0.066 -0.613
C 0.010 -0.175 0.677 -0.230
C -2.806 -2.010 -0.969 -0.041
H -2.183 1.277 1.134 0.095
H -4.828 -1.175 -1.139 0.114
H 2.280 -2.262 -0.570 0.100
H 0.558 0.341 -2.212 0.115
H 0.982 -2.102 1.228 0.161
H 1.128 0.392 2.092 0.101
H -0.757 -2.370 -0.507 0.107
H -0.682 0.975 2.230 0.133
H -3.015 -2.820 -1.579 0.097
H 1.203 1.708 -1.015 0.101
H -1.540 1.458 -2.054 0.142
H 1.826 -0.655 -1.252 0.081
H 2.819 -0.079 0.924 0.158
H -1.018 2.269 -0.582 0.119
H 0.221 1.819 1.203 0.115
H 2.663 -1.136 2.148 0.116
```


Here is a structure of composition C24H43F6N3NaO6PS3 at a distorted geometry from the OMol25 dataset. Energies are from the ωB97M-V functional and the def2-TZVPD basis.

Values from the calculation:
Kohn-Sham gap in eV: 7.4
Charge: 0
LUMO in eV: -0.597
Largest force on an atom in eV Å⁻¹: 5.14
HOMO in eV: -8.044
Electronic energy in eV: -104859.84950

```
87
Properties=species:S:1:pos:R:3:lowdin_charge:R:1
S -6.799 -19.586 2.758 0.741
S -9.410 -20.957 10.880 0.766
S -8.570 -25.662 11.744 0.719
P -10.246 -23.787 6.651 0.187
Na -7.650 -23.593 8.657 0.560
F -8.740 -24.410 6.448 -0.194
F -11.580 -23.029 6.922 -0.087
F -10.025 -23.148 5.164 -0.164
F -9.462 -22.469 7.272 -0.209
F -10.055 -24.251 8.178 -0.157
F -10.850 -25.145 5.998 -0.128
O -7.727 -25.008 10.711 -0.361
O -9.035 -25.067 12.926 -0.282
O -8.431 -21.958 10.416 -0.368
O -5.723 -20.445 2.177 -0.371
O -6.396 -18.318 3.331 -0.351
O -9.685 -20.631 12.279 -0.316
N -13.311 -26.220 10.683 0.151
N -5.173 -27.686 1.384 0.132
N -11.513 -24.621 2.406 0.026
C -9.433 -20.339 2.175 -0.178
C -12.696 -24.264 0.557 -0.105
C -6.047 -26.578 4.598 -0.271
C -7.411 -27.186 4.376 -0.117
C -14.199 -24.666 8.766 -0.182
C -7.976 -28.238 11.042 -0.206
C -12.361 -23.017 1.089 -0.131
C -15.764 -26.688 7.931 -0.096
C -8.366 -19.315 1.628 -0.180
C -15.544 -25.135 8.131 -0.214
C -9.877 -26.647 10.860 -0.208
C -13.660 -25.515 9.813 -0.225
C -12.086 -25.250 1.371 -0.138
C -11.041 -21.474 10.191 -0.198
C -7.823 -20.552 3.975 -0.259
C -7.716 -27.224 12.206 -0.203
C -5.643 -25.906 3.312 -0.204
C -5.406 -26.903 2.247 -0.202
C -10.787 -19.195 9.199 -0.203
C -9.121 -27.766 10.150 -0.215
C -9.376 -19.383 9.849 -0.164
C -9.253 -20.192 3.783 -0.202
C -11.735 -23.282 2.233 -0.176
C -11.722 -20.135 9.900 -0.257
H -5.334 -27.284 5.023 0.115
H -10.868 -19.502 8.156 0.113
H -9.437 -19.176 4.132 0.114
H -9.918 -20.886 4.297 0.086
H -7.279 -20.428 4.912 0.100
H -14.785 -27.066 7.636 0.060
H -12.108 -26.302 1.128 0.102
H -13.298 -24.482 -0.313 0.087
H -9.763 -28.584 9.824 0.122
H -11.059 -18.140 9.219 0.118
H -6.731 -27.047 12.638 0.107
H -8.998 -18.523 10.402 0.100
H -12.820 -22.070 0.849 0.098
H -8.693 -18.279 1.716 0.086
H -7.687 -27.801 5.233 0.076
H -15.866 -27.319 8.814 0.068
H -14.362 -23.729 9.299 0.117
H -7.747 -27.596 3.424 0.081
H -12.599 -20.282 9.268 0.116
H -16.460 -26.951 7.134 0.068
H -8.224 -19.383 0.549 0.088
H -4.770 -25.278 3.496 0.118
H -8.713 -27.266 9.271 0.105
H -13.481 -24.603 7.949 0.103
H -8.702 -19.582 9.017 0.089
H -10.431 -20.086 1.819 0.102
H -12.107 -19.669 10.807 0.115
H -9.245 -21.352 1.820 0.103
H -8.107 -26.358 4.508 0.056
H -11.335 -22.750 3.084 0.094
H -15.640 -24.634 7.168 0.103
H -10.564 -26.054 10.257 0.080
H -11.121 -24.969 3.269 0.137
H -10.988 -21.848 9.169 0.072
H -6.260 -25.793 5.324 0.099
H -6.427 -25.191 3.064 0.122
H -11.461 -22.288 10.780 0.114
H -6.998 -28.274 10.563 0.106
H -10.367 -27.135 11.703 0.101
H -7.681 -21.617 3.793 0.098
H -8.158 -29.242 11.426 0.111
H -16.349 -24.819 8.795 0.097
H -8.349 -27.689 12.962 0.094
```